Molecular formula: C22H24N4O5S
Method: DFT, the ωB97M-V functional and the def2-TZVPD basis

Each line ends with the Löwdin charge.
Element x y z (Å)
C 6.51 4.78 -0.18  -0.1027
O 5.64 4.01 0.62  -0.1991
C 5.82 2.62 0.43  -0.2127
C 4.72 1.86 1.16  -0.1719
N 3.44 1.90 0.48  -0.2295
C 2.74 3.17 0.46  -0.1594
C 1.33 3.09 1.08  -0.1948
O 1.32 2.87 2.47  -0.1709
C 1.41 1.52 2.85  -0.1037
S 3.43 1.09 -0.99  0.6784
O 3.50 2.00 -2.10  -0.2838
O 4.39 0.03 -0.91  -0.2692
C 1.78 0.38 -0.95  -0.2640
C 0.79 0.88 -1.78  -0.0394
C -0.48 0.34 -1.71  0.0156
C -0.76 -0.69 -0.82  -0.1224
C -2.13 -1.21 -0.78  -0.2074
O -3.07 -0.34 -1.12  0.1037
C -2.45 -2.51 -0.45  -0.0952
C -1.51 -3.51 -0.14  -0.2236
N -0.84 -4.42 0.10  0.1773
C -3.83 -2.95 -0.46  -0.2494
N -4.84 -2.16 -0.76  0.1436
C -5.97 -2.93 -0.67  -0.2064
C -7.30 -2.61 -0.88  -0.0122
C -8.23 -3.61 -0.71  -0.0949
C -7.86 -4.90 -0.34  -0.0943
C -6.54 -5.24 -0.12  -0.0205
C -5.60 -4.24 -0.29  -0.1817
N -4.23 -4.22 -0.17  0.1820
C 0.25 -1.17 0.02  0.0010
C 1.52 -0.64 -0.06  -0.0405
H 7.56 4.57 0.06  0.0895
H 6.34 4.59 -1.24  0.0934
H 6.28 5.82 0.04  0.0897
H 6.81 2.32 0.83  0.1332
H 5.78 2.37 -0.63  0.1144
H 4.59 2.27 2.17  0.1381
H 5.01 0.81 1.23  0.1174
H 2.65 3.51 -0.57  0.1190
H 3.33 3.91 1.02  0.1269
H 0.74 2.32 0.57  0.1087
H 0.85 4.06 0.93  0.1292
H 1.35 1.51 3.94  0.0907
H 2.35 1.06 2.53  0.0707
H 0.58 0.94 2.44  0.0853
H 1.04 1.67 -2.47  0.1190
H -1.27 0.71 -2.35  0.1236
H -3.97 -0.79 -1.08  0.0853
H -7.59 -1.61 -1.16  0.1112
H -9.28 -3.39 -0.87  0.1002
H -8.62 -5.65 -0.22  0.1007
H -6.25 -6.24 0.16  0.1095
H -3.63 -4.98 0.08  0.1597
H 0.04 -1.95 0.74  0.1082
H 2.32 -1.00 0.57  0.1243

* E_LUMO: -0.7041 eV
* structure (SMILES): COCCN(CCOC)S(=O)(=O)c1ccc(/C(O)=C(\C#N)c2nc3ccccc3[nH]2)cc1
* M: 456.5 g mol⁻¹
* highest occupied orbital energy: -8.44 eV
* frontier orbital gap: 7.7321 eV
* total charge: 0
* F_max: 1.14 eV/Å
* energy above the lowest of the compared OMol25 structures with the same formula, charge and spin: 65.1 kcal/mol